# 1
{"formula": "CH4N3", "method": "the ωB97M-V functional and the def2-TZVPD basis", "de_lowest_kcal_mol": 76.93, "charge": 1, "orbital_gap_ev": 11.240, "e_homo_ha": -0.5829, "smiles": "[NH2+]=C1NN1", "elements": ["N", "C", "N", "N", "H", "H", "H", "H"], "positions_angstrom": [[-1.182, -0.051, -0.063], [0.147, -0.064, -0.018], [1.171, 0.819, 0.078], [1.308, -0.721, 0.075], [-1.698, 0.911, 0.038], [-1.635, -0.913, -0.038], [1.514, 1.055, -0.830], [1.913, -1.522, -0.296]], "forces_ev_per_a": [[2.6, 3.5, 0.3], [-0.5, -1.9, -0.3], [1.6, 0.1, 0.5], [-2.5, -0.7, 0.5], [1.2, -2.6, -0.3], [-1.3, -1.4, 0.0], [0.0, 1.2, -1.0], [-1.1, 1.9, 0.3]]}



# 2
{"formula": "CH4N4", "method": "the ωB97M-V functional and the def2-TZVPD basis", "de_lowest_kcal_mol": 90.74, "charge": 0, "orbital_gap_ev": 10.437, "e_homo_ha": -0.3500, "smiles": "[H]/N=N\\N.C#N", "elements": ["H", "N", "N", "N", "H", "H", "C", "N", "H"], "positions_angstrom": [[-1.530, 1.701, -0.170], [-0.665, 1.156, 0.212], [-0.485, -0.033, 0.119], [-1.151, -0.884, -0.646], [-2.107, -0.757, -1.049], [-1.013, -1.901, -0.318], [2.333, 1.084, 0.047], [3.165, 0.273, 0.038], [1.600, 1.835, 0.006]], "forces_ev_per_a": [[1.0, -1.9, -0.2], [-1.3, 3.4, 0.5], [0.7, -1.5, -0.1], [-1.4, -3.1, 0.0], [0.9, 0.7, 0.6], [-0.1, 2.5, -0.8], [2.4, -2.0, -0.2], [-1.5, 1.5, 0.1], [-0.7, 0.4, 0.1]]}